# 1
The following is a DFT calculation (ωB97M-V with the def2-TZVPD basis set) of a 6-piece molecular cluster, C42H62INO20 overall at a distorted geometry.

Positions of all 126 atoms, in Å:
C1 2.804 -1.952 -1.260
C2 3.431 -0.600 -1.666
C3 3.883 -0.607 -3.124
C4 4.835 0.532 -3.473
C5 4.235 1.936 -3.359
C6 3.417 2.353 -4.580
C7 2.885 3.782 -4.364
C8 1.596 4.064 -5.134
C9 0.366 3.351 -4.560
C10 -0.379 4.175 -3.499
C11 -0.073 3.780 -2.041
C12 -1.231 4.172 -1.104
C13 -2.200 3.010 -0.716
C14 -2.191 1.849 -1.647
C15 -1.460 0.739 -1.448
I1 -0.161 0.475 0.180
C16 -1.501 -0.417 -2.391
O1 -0.674 -1.325 -2.320
C17 -2.584 -0.469 -3.418
C18 -2.730 -1.786 -4.097
C19 -1.701 -1.934 -5.213
O2 -1.943 -1.724 -6.380
C20 -3.313 0.637 -3.626
C21 -4.417 0.676 -4.636
O3 -3.811 0.852 -5.917
N1 -4.833 1.371 -6.806
O4 -5.346 0.522 -7.407
C22 -3.050 1.888 -2.855
O5 -3.569 2.934 -3.248
H1 1.743 -1.839 -1.074
H2 2.969 -2.723 -2.009
H3 3.239 -2.322 -0.333
H4 4.265 -0.402 -0.998
H5 2.648 0.146 -1.567
H6 4.428 -1.539 -3.283
H7 3.025 -0.636 -3.794
H8 5.704 0.469 -2.814
H9 5.225 0.382 -4.481
H10 5.039 2.658 -3.224
H11 3.593 1.980 -2.480
H12 2.595 1.674 -4.795
H13 4.095 2.378 -5.431
H14 2.758 4.011 -3.305
H15 3.656 4.466 -4.721
H16 1.415 5.135 -5.199
H17 1.736 3.725 -6.161
H18 -0.318 3.228 -5.401
H19 0.605 2.344 -4.222
H20 -0.056 5.210 -3.613
H21 -1.454 4.185 -3.658
H22 0.785 4.373 -1.726
H23 0.228 2.742 -1.943
H24 -0.809 4.557 -0.180
H25 -1.814 4.957 -1.575
H26 -3.210 3.420 -0.746
H27 -2.028 2.719 0.311
H28 -3.721 -1.962 -4.500
H29 -2.527 -2.601 -3.409
H30 -0.681 -2.232 -4.917
H31 -5.011 -0.236 -4.605
H32 -5.052 1.530 -4.401
C23 -8.209 -3.461 -1.893
C24 -6.911 -2.814 -2.304
C25 -5.696 -3.709 -2.224
O6 -4.641 -2.764 -2.000
C26 -5.187 -1.686 -1.378
O7 -4.561 -0.804 -0.892
O8 -6.540 -1.762 -1.395
H33 -9.012 -2.726 -1.875
H34 -8.478 -4.257 -2.587
H35 -8.131 -3.878 -0.888
H36 -7.007 -2.373 -3.301
H37 -5.518 -4.271 -3.138
H38 -5.730 -4.399 -1.378
C27 -2.483 -1.971 5.068
C28 -1.124 -1.893 4.419
C29 0.034 -1.956 5.376
O9 1.054 -1.218 4.661
C30 0.422 -0.347 3.851
O10 0.958 0.538 3.257
O11 -0.904 -0.604 3.801
H39 -3.268 -1.811 4.328
H40 -2.630 -2.945 5.532
H41 -2.594 -1.199 5.829
H42 -1.033 -2.655 3.639
H43 0.354 -2.977 5.583
H44 -0.161 -1.445 6.316
C31 -0.192 3.274 8.103
C32 -0.556 2.024 8.864
C33 0.618 1.211 9.358
O12 0.068 -0.114 9.399
C34 -0.923 -0.169 8.478
O13 -1.459 -1.167 8.119
O14 -1.215 1.067 8.013
H45 -1.085 3.742 7.690
H46 0.307 3.989 8.756
H47 0.465 3.039 7.264
H48 -1.239 2.265 9.684
H49 0.965 1.512 10.343
H50 1.458 1.216 8.660
C35 9.480 1.823 -3.450
C36 9.200 3.172 -4.063
C37 9.009 4.297 -3.072
O15 8.150 5.190 -3.793
C38 7.437 4.444 -4.674
O16 6.505 4.830 -5.295
O17 7.933 3.182 -4.741
H51 9.497 1.051 -4.220
H52 10.442 1.826 -2.937
H53 8.699 1.551 -2.739
H54 9.972 3.423 -4.796
H55 9.938 4.794 -2.802
H56 8.493 3.976 -2.164
C39 -3.790 -7.198 8.069
C40 -2.440 -7.100 7.406
C41 -1.260 -7.114 8.349
O18 -0.280 -6.371 7.611
C42 -0.944 -5.529 6.790
O19 -0.440 -4.644 6.176
O20 -2.263 -5.823 6.763
H57 -4.585 -7.073 7.335
H58 -3.910 -8.167 8.553
H59 -3.913 -6.411 8.814
H60 -2.338 -7.874 6.640
H61 -0.896 -8.114 8.569
H62 -1.461 -6.587 9.284

Values from the calculation:
relative energy (zero: lowest compared OMol25 entry of this formula, charge and spin): 0.00 kcal/mol
E_LUMO: -1.07 eV
total energy: -95097.831 eV
charge: 0
M: 1027.85 g mol⁻¹

# 2
The following is a DFT calculation (ωB97M-V with the def2-TZVPD basis set) of a 8-piece molecular cluster, C42H62N2O18 overall at a distorted geometry.

Positions of all 124 atoms, in Å:
C1 -0.176 -2.452 -1.816
O1 0.116 -2.427 -0.430
C2 0.784 -1.268 0.102
C3 -0.025 0.010 -0.103
N1 -0.800 0.280 1.122
C4 -1.926 1.154 0.823
C5 -2.820 1.469 2.038
O2 -3.379 0.308 2.670
C6 -2.492 -0.205 3.590
H1 -1.129 -1.975 -2.044
H2 -0.222 -3.480 -2.175
H3 0.641 -2.030 -2.401
H4 1.689 -1.018 -0.451
H5 1.087 -1.487 1.125
H6 -0.688 0.001 -0.968
H7 0.597 0.863 -0.375
H8 -1.350 -0.496 1.463
H9 -2.451 0.528 0.101
H10 -1.586 2.080 0.360
H11 -3.778 1.947 1.829
H12 -2.309 2.123 2.745
H13 -1.743 -0.790 3.056
H14 -3.118 -0.998 4.002
H15 -1.947 0.551 4.155
C7 4.501 -0.995 2.364
O3 4.130 -1.643 1.109
C8 3.983 -3.019 1.206
C9 3.648 -3.805 -0.090
N2 4.724 -4.003 -1.167
C10 5.511 -2.816 -1.599
C11 4.517 -1.768 -2.268
O4 4.038 -2.089 -3.572
C12 3.293 -1.055 -4.225
H16 4.245 0.064 2.324
H17 5.574 -1.104 2.518
H18 3.928 -1.441 3.177
H19 3.233 -3.295 1.947
H20 4.852 -3.553 1.591
H21 2.762 -3.321 -0.500
H22 3.267 -4.777 0.223
H23 4.177 -4.428 -1.902
H24 6.249 -3.121 -2.341
H25 5.989 -2.308 -0.760
H26 5.003 -0.809 -2.447
H27 3.689 -1.461 -1.630
H28 3.729 -0.059 -4.139
H29 2.261 -1.014 -3.876
H30 3.188 -1.338 -5.272
C13 -0.629 5.694 3.760
C14 -0.497 5.322 2.424
C15 -0.067 4.014 2.162
C16 0.160 3.092 3.108
C17 -0.060 3.470 4.485
C18 -0.435 4.767 4.744
O5 -0.779 5.091 5.987
O6 0.286 3.729 0.859
H31 -1.130 6.646 3.858
H32 -0.905 5.944 1.641
H33 0.304 2.057 2.835
H34 0.154 2.796 5.302
H35 -1.679 5.426 5.978
H36 0.380 4.481 0.269
C19 -3.878 3.421 5.984
C20 -4.345 2.164 5.644
C21 -5.224 2.036 4.532
C22 -5.545 3.120 3.698
C23 -4.982 4.315 4.052
C24 -4.121 4.454 5.099
O7 -3.602 5.663 5.318
O8 -5.645 0.790 4.208
H37 -3.215 3.658 6.803
H38 -3.988 1.306 6.193
H39 -6.320 3.001 2.956
H40 -5.224 5.187 3.462
H41 -3.953 6.315 4.707
H42 -4.944 0.419 3.667
C25 -3.476 -4.571 2.559
C26 -4.716 -4.016 2.923
C27 -5.143 -2.754 2.359
C28 -4.359 -2.023 1.498
C29 -3.021 -2.551 1.175
C30 -2.582 -3.752 1.738
O9 -1.301 -4.193 1.609
O10 -6.396 -2.229 2.664
H43 -3.161 -5.546 2.901
H44 -5.404 -4.463 3.625
H45 -4.752 -1.135 1.025
H46 -2.258 -2.025 0.620
H47 -0.851 -3.634 0.971
H48 -6.417 -1.323 2.345
C31 4.247 1.964 -0.954
C32 2.906 2.251 -0.841
C33 2.251 2.849 -1.951
C34 2.906 2.988 -3.153
C35 4.270 2.668 -3.290
C36 4.903 2.200 -2.143
O11 6.297 2.083 -2.212
O12 0.905 3.122 -1.960
H49 4.764 1.504 -0.125
H50 2.471 2.052 0.127
H51 2.365 3.326 -4.024
H52 4.717 2.982 -4.221
H53 6.794 1.626 -1.529
H54 0.441 2.435 -1.477
C37 0.347 0.813 -5.327
C38 -0.562 -0.136 -6.040
O13 -1.588 -0.220 -5.049
C39 -1.233 0.408 -3.940
O14 -1.977 0.461 -2.960
O15 0.008 0.648 -3.953
H55 0.239 1.771 -5.836
H56 1.381 0.509 -5.489
H57 -0.083 -1.109 -6.151
H58 -0.883 0.341 -6.965
C40 1.183 -3.524 -6.231
C41 0.604 -4.694 -6.988
O16 -0.483 -5.173 -6.088
C42 -0.675 -4.217 -5.082
O17 -1.412 -4.283 -4.121
O18 0.256 -3.276 -5.179
H59 1.238 -2.552 -6.721
H60 2.202 -3.697 -5.882
H61 1.365 -5.447 -7.194
H62 0.096 -4.366 -7.895

Values from the calculation:
E_LUMO: 0.04 eV
total energy: -84387.691 eV
charge: 0
M: 882.95 g mol⁻¹

# 3
The following is a DFT calculation (ωB97M-V with the def2-TZVPD basis set) of a 11-piece molecular cluster, C42H63F3O8 overall at a distorted geometry.

Positions of all 116 atoms, in Å:
F1 2.140 -4.854 -0.038
C1 2.640 -4.564 -1.263
C2 2.065 -3.562 -2.005
C3 2.587 -3.242 -3.254
C4 3.698 -3.930 -3.718
C5 4.258 -4.951 -2.958
C6 3.738 -5.275 -1.712
H1 1.166 -3.042 -1.699
H2 2.194 -2.423 -3.838
H3 4.109 -3.687 -4.690
H4 5.152 -5.446 -3.317
H5 4.176 -6.074 -1.131
F2 -7.517 -0.370 0.611
C7 -6.367 -0.669 -0.018
C8 -5.641 0.337 -0.618
C9 -4.363 0.076 -1.120
C10 -3.853 -1.211 -1.026
C11 -4.648 -2.244 -0.530
C12 -5.908 -1.977 -0.039
H6 -6.001 1.358 -0.591
H7 -3.761 0.889 -1.502
H8 -2.846 -1.450 -1.344
H9 -4.221 -3.218 -0.328
H10 -6.558 -2.721 0.409
F3 -4.621 -6.009 3.018
C13 -3.320 -5.797 2.752
C14 -2.387 -6.720 3.186
C15 -1.049 -6.511 2.896
C16 -0.682 -5.386 2.171
C17 -1.619 -4.453 1.736
C18 -2.958 -4.674 2.031
H11 -2.731 -7.579 3.748
H12 -0.248 -7.174 3.192
H13 0.365 -5.226 1.940
H14 -1.320 -3.585 1.164
H15 -3.702 -3.943 1.739
C19 -0.091 -1.298 3.946
C20 1.044 -1.115 2.964
O1 1.645 -0.067 2.898
C21 1.422 -2.303 2.113
H16 -0.394 -0.346 4.385
H17 0.212 -1.914 4.796
H18 -0.948 -1.768 3.462
H19 1.743 -3.132 2.746
H20 2.262 -1.969 1.506
H21 0.616 -2.640 1.467
C22 1.011 0.915 -0.363
C23 0.010 -0.183 -0.172
O2 0.195 -1.268 -0.680
C24 -1.109 0.072 0.795
H22 1.842 0.692 -1.023
H23 1.394 1.129 0.645
H24 0.553 1.881 -0.608
H25 -1.843 0.687 0.263
H26 -0.886 0.502 1.766
H27 -1.585 -0.904 0.930
C25 -0.234 2.296 -4.299
C26 -0.617 0.901 -3.836
O3 -1.662 0.693 -3.273
C27 0.427 -0.163 -4.094
H28 -1.159 2.763 -4.634
H29 0.560 2.279 -5.045
H30 0.186 2.853 -3.459
H31 0.225 -0.607 -5.074
H32 0.341 -0.975 -3.369
H33 1.458 0.183 -4.066
C28 5.212 -1.941 0.174
C29 5.020 -0.468 -0.130
O4 5.150 -0.056 -1.263
C30 4.684 0.441 1.013
H34 5.537 -2.483 -0.709
H35 4.287 -2.382 0.547
H36 5.949 -2.009 0.978
H37 3.681 0.202 1.378
H38 4.708 1.469 0.654
H39 5.385 0.350 1.843
C31 0.362 4.396 1.267
C32 1.365 3.636 2.091
O5 2.523 3.581 1.727
C33 1.006 3.251 3.510
H40 0.121 5.301 1.832
H41 -0.575 3.865 1.088
H42 0.820 4.702 0.329
H43 0.197 2.516 3.492
H44 0.775 4.136 4.103
H45 1.855 2.766 3.988
C34 -3.217 2.084 2.927
C35 -3.156 3.528 3.349
O6 -2.795 4.373 2.561
C36 -3.470 3.856 4.785
H46 -2.930 2.066 1.874
H47 -4.234 1.704 3.014
H48 -2.473 1.474 3.442
H49 -4.233 3.177 5.171
H50 -3.863 4.864 4.912
H51 -2.547 3.774 5.360
C37 -1.653 4.788 -1.917
C38 -2.731 4.205 -1.042
O7 -2.615 3.102 -0.552
C39 -3.980 5.023 -0.806
H52 -1.991 4.898 -2.947
H53 -0.765 4.163 -1.900
H54 -1.397 5.764 -1.496
H55 -3.787 5.956 -0.285
H56 -4.686 4.405 -0.256
H57 -4.421 5.195 -1.793
C40 3.466 2.010 -2.885
C41 4.078 2.502 -4.173
O8 3.405 2.954 -5.071
C42 5.574 2.359 -4.259
H58 2.528 2.527 -2.677
H59 4.136 2.170 -2.043
H60 3.266 0.939 -2.910
H61 5.851 1.368 -3.898
H62 6.036 3.143 -3.657
H63 5.951 2.469 -5.275

Values from the calculation:
relative energy (zero: lowest compared OMol25 entry of this formula, charge and spin): 0.00 kcal/mol
E_LUMO: 0.49 eV
total energy: -69108.156 eV
charge: 0
M: 752.95 g mol⁻¹

# 4
The following is a DFT calculation (ωB97M-V with the def2-TZVPD basis set) of a 6-piece molecular cluster, C42H63N11O2P overall at a distorted geometry.

Positions of all 119 atoms, in Å:
C1 3.994 -2.716 2.902
C2 4.681 -1.906 1.780
C3 3.769 -1.640 0.558
C4 3.829 -0.188 0.084
C5 2.697 0.162 -0.886
C6 1.327 0.042 -0.199
C7 0.312 1.114 -0.624
C8 -1.144 0.633 -0.747
N1 -1.977 1.049 0.390
C9 -2.262 0.161 1.380
N2 -2.256 -1.210 1.143
C10 -3.588 -1.805 0.997
C11 -3.517 -3.216 0.418
O1 -3.657 -4.162 1.492
C12 -2.972 -5.322 1.355
O2 -1.799 -5.387 1.121
C13 -1.210 -2.038 1.811
N3 -0.169 -1.205 2.375
C14 0.041 -1.302 3.833
N4 -2.619 0.703 2.529
N5 -2.656 2.085 2.678
C15 -1.806 2.635 3.480
C16 -0.344 2.328 3.341
C17 -2.256 3.629 4.497
P1 -3.181 -0.106 3.987
N6 -4.649 0.193 4.337
H1 4.488 -3.671 3.074
H2 4.029 -2.173 3.847
H3 2.946 -2.927 2.676
H4 4.978 -0.942 2.194
H5 5.559 -2.461 1.457
H6 2.751 -1.927 0.838
H7 4.077 -2.297 -0.259
H8 3.768 0.459 0.966
H9 4.803 -0.005 -0.371
H10 2.776 -0.539 -1.721
H11 2.871 1.170 -1.267
H12 1.503 0.106 0.877
H13 0.902 -0.936 -0.438
H14 0.608 1.441 -1.624
H15 0.369 2.000 0.010
H16 -1.186 -0.438 -0.942
H17 -1.562 1.120 -1.628
H18 -2.801 1.571 0.103
H19 -4.172 -1.852 1.924
H20 -4.153 -1.199 0.285
H21 -2.576 -3.349 -0.111
H22 -4.357 -3.349 -0.261
H23 -3.579 -6.221 1.512
H24 -1.658 -2.728 2.535
H25 -0.780 -2.680 1.041
H26 0.697 -1.515 1.955
H27 1.052 -1.634 4.060
H28 -0.053 -0.313 4.289
H29 -0.685 -1.954 4.320
H30 -0.235 1.545 2.590
H31 0.099 3.235 2.919
H32 0.162 2.070 4.271
H33 -2.061 4.662 4.203
H34 -3.326 3.515 4.651
H35 -1.732 3.408 5.427
H36 -2.895 -1.459 3.784
H37 -2.253 0.411 4.894
H38 -5.224 -0.639 4.382
N7 -3.739 -5.982 -4.545
C18 -3.650 -4.766 -4.014
C19 -3.005 -4.502 -2.816
C20 -2.427 -5.558 -2.127
C21 -2.517 -6.831 -2.665
C22 -3.180 -6.987 -3.875
H39 -4.120 -3.969 -4.580
H40 -2.955 -3.490 -2.433
H41 -1.917 -5.380 -1.191
H42 -2.083 -7.685 -2.163
H43 -3.268 -7.965 -4.332
N8 -1.599 -1.092 -8.566
C23 -2.133 -1.224 -7.355
C24 -2.371 -2.449 -6.751
C25 -2.043 -3.605 -7.441
C26 -1.488 -3.482 -8.705
C27 -1.286 -2.209 -9.218
H44 -2.381 -0.299 -6.845
H45 -2.806 -2.495 -5.762
H46 -2.218 -4.579 -7.002
H47 -1.216 -4.354 -9.284
H48 -0.852 -2.075 -10.203
N9 5.531 2.785 -0.961
C28 6.590 3.233 -0.286
C29 7.645 3.913 -0.873
C30 7.604 4.141 -2.239
C31 6.512 3.679 -2.957
C32 5.507 3.012 -2.273
H49 6.593 3.032 0.780
H50 8.477 4.254 -0.273
H51 8.408 4.667 -2.736
H52 6.438 3.832 -4.024
H53 4.637 2.639 -2.803
N10 -4.320 3.400 -1.400
C33 -4.682 4.149 -2.441
C34 -4.670 5.536 -2.421
C35 -4.262 6.182 -1.265
C36 -3.881 5.417 -0.174
C37 -3.930 4.039 -0.300
H54 -4.997 3.612 -3.328
H55 -4.975 6.094 -3.296
H56 -4.242 7.263 -1.216
H57 -3.554 5.874 0.750
H58 -3.650 3.401 0.533
N11 2.913 2.300 4.741
C38 3.482 3.322 5.378
C39 4.487 4.101 4.823
C40 4.924 3.804 3.541
C41 4.340 2.742 2.867
C42 3.344 2.027 3.512
H59 3.114 3.524 6.377
H60 4.914 4.920 5.384
H61 5.705 4.390 3.075
H62 4.643 2.468 1.864
H63 2.864 1.189 3.015

Values from the calculation:
E_LUMO: -3.06 eV
total energy: -74340.340 eV
charge: +1
M: 785.02 g mol⁻¹